Entry from OMol25: a structure of composition C19H18Cl2N4Tm in a non-equilibrium geometry (ωB97M-V/def2-TZVPD).

Element x y z (Å)
Tm  -0.2800  -0.2062  -0.4422
N  1.8772  -1.0346  0.6670
C  2.6608  0.1387  1.1064
C  3.6950  0.0083  2.0040
C  4.4791  1.1138  2.3713
C  4.2571  2.3366  1.7985
C  3.2097  2.5118  0.8671
C  2.9546  3.7459  0.2369
C  1.9041  3.8438  -0.6471
C  1.0923  2.7325  -0.8679
N  1.2854  1.5368  -0.3020
C  2.3681  1.4048  0.5391
H  1.8584  -1.6866  1.4630
H  2.4747  -1.5226  -0.0195
H  3.9275  -0.9520  2.4422
H  5.2723  0.9863  3.0918
H  4.8802  3.1838  2.0393
H  3.5843  4.5977  0.4528
H  1.6894  4.7683  -1.1594
H  0.2430  2.8153  -1.5445
N  -1.8499  -1.2901  1.2367
C  -3.2121  -0.7438  1.0553
C  -4.2588  -1.2287  1.8060
C  -5.5426  -0.6713  1.7063
C  -5.7716  0.3750  0.8547
C  -4.7335  0.8780  0.0421
C  -4.9403  1.9402  -0.8577
C  -3.8979  2.3684  -1.6466
C  -2.6550  1.7510  -1.5211
N  -2.3922  0.7557  -0.6659
C  -3.4272  0.3053  0.1259
H  -1.6322  -1.1605  2.2376
H  -1.9366  -2.3143  1.1459
H  -4.1011  -2.0375  2.5062
H  -6.3372  -1.0618  2.3237
H  -6.7462  0.8311  0.7877
H  -5.9138  2.4026  -0.9250
H  -4.0310  3.1662  -2.3601
H  -1.8381  2.0811  -2.1641
Cl  -0.7547  -2.4421  -1.8595
C  -0.5103  -1.6794  -3.4320
Cl  0.0905  -0.0468  -3.0954
H  -1.4597  -1.6269  -3.9788
H  0.2409  -2.2312  -4.0040

## Properties
Total charge: +3
Multiplicity: 3
LUMO energy (alpha / beta) (hartree): -0.3529 / -0.3641
HOMO-LUMO gap (alpha / beta) (eV): 7.986 / 7.683

Entry from OMol25: a cluster of 2 separate species, C19H18ClF2NO5S4 in total in a non-equilibrium geometry (ωB97M-V/def2-TZVPD).

Element x y z (Å)
C  0.1405  5.2790  -2.5121
C  -1.0957  4.5421  -2.0763
C  -2.3384  5.0885  -2.3714
C  -3.5074  4.4636  -1.9776
Cl  -5.0508  5.1497  -2.3364
C  -3.4585  3.2610  -1.2907
C  -2.2190  2.7214  -0.9860
C  -1.0390  3.3395  -1.3688
N  0.2659  2.8354  -1.0446
S  0.8803  3.6088  0.3399
O  2.1537  4.1618  0.0611
O  -0.1237  4.4490  0.8890
F  1.1122  2.4259  1.3114
C  0.4027  1.4011  -1.0031
C  -0.6132  0.5621  -0.5831
C  -0.4518  -0.8116  -0.5080
C  0.7661  -1.3593  -0.8503
C  1.8138  -0.5522  -1.2828
C  3.1332  -1.2309  -1.6157
C  3.4959  -2.1153  -0.4583
O  3.9799  -1.7324  0.5299
F  3.2036  -3.4029  -0.5991
C  1.6351  0.8277  -1.3747
S  2.9308  1.9076  -1.9375
S  -2.1818  1.2084  -0.0764
H  0.4205  6.0222  -1.7729
H  0.9641  4.6030  -2.7139
H  -0.0857  5.7915  -3.4420
H  -2.4038  6.0302  -2.8931
H  -4.3613  2.7478  -1.0014
H  -1.2377  -1.4726  -0.1833
H  0.8994  -2.4251  -0.7610
H  3.9417  -0.5205  -1.7013
H  2.9867  -1.8296  -2.5113
H  3.3825  1.2263  -3.0032
O  -0.7406  -3.7359  0.5206
S  -1.4091  -4.2924  1.6733
O  -2.7919  -4.6843  1.6112
C  -0.4228  -5.6457  2.3007
C  0.5381  -4.9852  3.2850
C  -0.3022  -3.9756  4.0792
C  -1.1488  -3.1898  3.0696
H  0.0737  -6.1447  1.4719
H  -1.0990  -6.3359  2.8041
H  1.0085  -5.7211  3.9348
H  1.3278  -4.4627  2.7406
H  -0.9557  -4.5093  4.7719
H  0.3223  -3.3065  4.6686
H  -2.1169  -2.9029  3.4718
H  -0.6245  -2.3091  2.7020

## Properties
SMILES: Cc1cc(Cl)cc2c1N(S(=O)(=O)F)c1c(ccc(CC(=O)F)c1S)S2.O=S1(=O)CCCC1
LUMO energy (hartree): 0.0113
HOMO-LUMO gap (eV): 8.770

Entry from OMol25: the molecule C19H18ClNO (ωB97M-V/def2-TZVPD).

Element x y z (Å)
C  0.1009  1.4704  1.5991
C  1.0299  0.6176  0.7884
N  2.2463  1.1179  0.6181
C  3.1591  0.4206  -0.0325
C  2.9256  -0.8681  -0.5209
C  1.6638  -1.3988  -0.3467
C  0.6749  -0.6387  0.2806
C  -0.6781  -1.2393  0.4189
O  -0.8270  -2.3938  0.7724
C  -1.8047  -0.3654  0.0509
C  -3.0679  -0.7540  0.2743
C  -4.2704  -0.0070  -0.0330
C  -4.2375  1.3648  -0.3055
C  -5.3873  2.0744  -0.5837
C  -6.6141  1.4292  -0.5975
C  -6.6814  0.0739  -0.3296
C  -5.5247  -0.6339  -0.0475
Cl  -5.6678  -2.3284  0.2644
C  4.0856  -1.5734  -1.1437
C  5.2836  -1.4456  -0.1955
C  5.6262  0.0204  0.1257
C  4.5127  1.0072  -0.2652
H  -0.3504  2.2374  0.9699
H  -0.6871  0.8808  2.0596
H  0.6756  1.9798  2.3688
H  1.4179  -2.3910  -0.6991
H  -1.5580  0.5688  -0.4292
H  -3.2076  -1.7281  0.7273
H  -3.2894  1.8785  -0.2801
H  -5.3305  3.1330  -0.7869
H  -7.5176  1.9784  -0.8134
H  -7.6298  -0.4404  -0.3366
H  3.8519  -2.6242  -1.3213
H  4.3287  -1.1100  -2.1046
H  6.1492  -1.9454  -0.6325
H  5.0327  -1.9719  0.7277
H  5.8161  0.1139  1.1957
H  6.5404  0.3140  -0.3927
H  4.5970  1.2359  -1.3321
H  4.6131  1.9403  0.2878

## Properties
SMILES: Cc1nc2c(cc1C(=O)/C=C/c1ccccc1Cl)CCCC2
LUMO energy (hartree): -0.0174
HOMO-LUMO gap (eV): 8.495

- What is the formula in the third record?
  C19H18ClNO